# 1
18
Properties=species:S:1:pos:R:3:nbo_charge:R:1 method="wB97M-V/def2-TZVPD" lumo_energy_ev=0.80 smiles="CC[C@@H](C=O)NC" total_energy_ha=-327.0036 homo_energy_ev=-9.70 relative_energy_ev=3.477
C 0.526 -1.671 -1.634 -0.641
C -0.404 -0.669 -1.036 -0.425
C 0.103 0.054 0.219 -0.174
C 1.535 0.434 0.010 0.426
O 2.482 0.057 0.770 -0.528
N -0.737 1.286 0.544 -0.606
C -1.023 1.372 2.042 -0.435
H 1.129 -1.128 -2.478 0.209
H -0.079 -2.333 -2.252 0.223
H 1.456 -2.230 -1.041 0.241
H -1.346 -1.240 -0.917 0.213
H -0.565 0.149 -1.679 0.213
H 0.078 -0.686 1.061 0.199
H 1.739 1.385 -0.754 0.130
H -1.682 0.963 0.113 0.344
H 0.046 1.803 2.408 0.220
H -1.471 0.341 2.337 0.185
H -1.789 2.112 2.287 0.207

---

# 2
18
Properties=species:S:1:pos:R:3:nbo_charge:R:1 method="wB97M-V/def2-TZVPD" lumo_energy_ev=0.42 total_energy_ha=-326.9421 homo_energy_ev=-8.55 relative_energy_ev=5.151
C -1.584 1.378 -0.249 -0.442
C 0.745 0.829 -0.125 0.168
O 1.835 0.656 -1.014 -0.723
N -0.485 0.646 -0.832 -0.396
H 1.417 0.528 -1.877 0.485
H 0.857 1.813 0.348 0.165
H -2.500 1.191 -0.817 0.206
H -1.397 2.460 -0.275 0.209
H -1.775 1.120 0.807 0.172
C -0.790 -1.243 -0.409 -0.449
C 0.709 -0.269 0.933 -0.206
C 1.724 -1.162 1.093 -0.401
H -0.085 -0.142 1.666 0.205
H -1.840 -1.132 -0.673 0.181
H -0.851 -1.944 0.422 0.206
H -0.231 -1.648 -1.247 0.209
H 2.664 -1.016 0.575 0.220
H 1.588 -2.066 1.674 0.193

---

# 3
18
Properties=species:S:1:pos:R:3:nbo_charge:R:1 method="wB97M-V/def2-TZVPD" lumo_energy_ev=0.92 smiles="C=CC[C@H](N)CO" total_energy_ha=-327.0315 homo_energy_ev=-9.05 relative_energy_ev=2.716
C 2.574 -0.406 -0.231 -0.452
C 1.623 -1.279 0.162 -0.148
C 0.182 -1.332 -0.333 -0.462
C -0.592 -0.162 0.338 -0.073
N -2.045 -0.549 0.354 -0.850
C -0.345 1.088 -0.437 -0.097
O -1.035 2.262 0.031 -0.722
H 3.343 -0.202 0.509 0.208
H 2.612 -0.162 -1.290 0.204
H 1.858 -1.972 0.960 0.190
H -0.300 -2.182 0.162 0.234
H 0.239 -1.283 -1.424 0.219
H -0.273 -0.043 1.378 0.189
H -2.443 0.047 -0.359 0.366
H -2.477 -0.447 1.257 0.365
H 0.717 1.313 -0.404 0.188
H -0.565 1.082 -1.520 0.181
H -1.082 2.208 0.985 0.459

---

# 4
18
Properties=species:S:1:pos:R:3:nbo_charge:R:1 method="wB97M-V/def2-TZVPD" lumo_energy_ev=0.93 total_energy_ha=-326.9975 homo_energy_ev=-6.19 relative_energy_ev=3.642
C 0.018 0.889 -2.136 -0.262
C 1.484 -1.225 -0.297 -0.497
N 0.498 -0.611 0.397 -0.252
C -0.078 -1.382 1.504 -0.404
C 0.012 0.602 0.175 0.371
O 0.552 1.295 -0.874 -0.523
C -1.137 1.235 0.894 -0.680
H 0.293 -0.147 -2.369 0.189
H 0.443 1.558 -2.887 0.193
H -1.075 0.987 -2.147 0.168
H 2.088 -0.610 -0.948 0.199
H 1.872 -2.142 0.122 0.184
H 0.425 -1.119 2.437 0.214
H -1.145 -1.187 1.599 0.211
H 0.065 -2.441 1.298 0.222
H -1.046 2.317 0.766 0.240
H -1.146 1.036 1.971 0.219
H -2.124 0.944 0.495 0.208

---

# 5
19
Properties=species:S:1:pos:R:3:lowdin_spin:R:1 method="wB97M-V/def2-TZVPD" lumo_energy_ev="3.66 / 3.03" total_energy_ha=-402.2019 homo_energy_ev="-3.26 / -3.31" relative_energy_ev=3.367 spin_multiplicity=2 total_charge=-1
C 0.613 1.052 -0.186 0.044
N 1.682 1.391 0.832 0.021
C 1.892 0.471 1.756 0.002
O 1.174 -0.471 2.139 0.002
C -0.904 0.553 0.240 0.074
C -1.820 0.317 -0.946 0.604
C -1.990 -1.073 -1.534 0.065
O -0.556 -1.381 -1.927 0.088
H 0.363 2.049 -0.689 0.002
H 1.064 0.382 -0.906 0.002
H 0.996 -2.280 -0.033 0.001
H 2.962 0.606 2.321 0.001
H -1.182 1.422 1.023 0.014
H 0.906 -2.173 0.601 0.000
H -2.411 1.142 -1.413 0.037
H -0.955 -0.339 0.913 0.005
H -2.181 -1.902 -0.611 0.025
H -2.612 -1.269 -2.387 0.002
H -0.410 -0.468 -2.333 0.008

---

# 6
19
Properties=species:S:1:pos:R:3:nbo_charge:R:1 method="wB97M-V/def2-TZVPD" lumo_energy_ev=0.71 smiles="C[N+](=O)[O-].C=C(C)C" total_energy_ha=-402.1870 homo_energy_ev=-9.25 relative_energy_ev=5.200
C 1.156 0.933 -1.808 -0.499
N 0.355 0.251 -2.938 0.548
O -0.058 -0.872 -2.776 -0.383
O 0.104 0.937 -3.880 -0.374
H 1.285 1.954 -2.011 0.226
H 0.631 0.618 -0.887 0.251
H 2.120 0.464 -1.811 0.223
C -1.335 -0.309 0.060 -0.442
C -0.585 -0.329 1.197 0.034
C -0.073 -1.565 1.793 -0.653
C -0.158 0.870 1.896 -0.655
H -1.621 0.644 -0.490 0.207
H -1.431 -1.285 -0.281 0.205
H -0.820 -1.963 2.609 0.220
H 0.797 -1.425 2.360 0.216
H 0.005 -2.405 1.076 0.226
H -0.706 1.689 1.327 0.208
H 0.833 1.030 1.647 0.217
H -0.497 0.764 2.917 0.227

---

# 7
19
Properties=species:S:1:pos:R:3:nbo_charge:R:1 method="wB97M-V/def2-TZVPD" lumo_energy_ev=-4.00 total_energy_ha=-402.0344 homo_energy_ev=-8.94 relative_energy_ev=9.353
O -2.259 0.464 -0.068 -0.578
C -1.824 -0.256 0.924 0.084
N -1.042 -1.530 0.410 -0.394
C 0.123 -1.189 -0.384 -0.192
C 0.177 0.169 -1.108 -0.437
C 0.766 1.227 -0.179 -0.192
C 0.295 2.376 0.320 -0.394
H -2.640 -0.687 1.514 0.165
H -1.145 0.209 1.680 0.145
H 0.467 -2.022 -1.057 0.236
H 1.006 -1.112 0.395 0.376
H 0.837 0.045 -1.969 0.247
H -0.869 0.468 -1.364 0.301
H 1.747 0.947 0.228 0.230
H 1.049 3.059 0.658 0.204
H -0.754 2.639 0.277 0.208
H 3.106 -1.737 -0.001 0.445
H -1.650 -2.152 -0.130 0.393
O 2.609 -0.918 -0.145 -0.847

---

# 8
19
Properties=species:S:1:pos:R:3:nbo_charge:R:1 method="wB97M-V/def2-TZVPD" lumo_energy_ev=1.00 total_energy_ha=-402.3185 homo_energy_ev=-9.84 relative_energy_ev=1.623
H 0.724 -1.302 1.595 0.347
N -0.188 -1.009 1.227 -0.766
C -0.267 -1.319 -0.022 0.592
C 0.848 -1.954 -0.788 -0.700
O -1.347 -1.060 -0.785 -0.503
C -2.502 -0.457 -0.184 -0.272
H 0.482 -2.376 -1.728 0.236
H 1.294 -2.757 -0.194 0.226
H 1.609 -1.200 -1.005 0.245
H -2.734 0.456 -0.738 0.188
H -3.342 -1.150 -0.287 0.190
H -2.376 -0.203 0.872 0.218
C 1.471 2.130 0.828 -0.729
C 0.643 1.927 -0.403 0.441
O 1.125 1.803 -1.524 -0.535
H 1.375 3.166 1.158 0.238
H 2.518 1.903 0.613 0.229
H 1.116 1.462 1.615 0.242
H -0.449 1.940 -0.251 0.111

---

# 9
19
Properties=species:S:1:pos:R:3:nbo_charge:R:1 method="wB97M-V/def2-TZVPD" lumo_energy_ev=-3.60 total_energy_ha=-401.9849 homo_energy_ev=-8.56 relative_energy_ev=10.701
O -0.974 0.143 2.720 -0.421
C -0.869 1.264 2.342 0.336
C -0.558 1.642 0.947 0.044
C -0.605 0.689 -0.069 -0.584
C 0.649 0.568 -1.058 -0.371
C 1.408 -1.659 -0.408 -0.452
N 1.950 -0.398 -0.877 -0.540
H -0.867 2.124 3.036 0.119
H 1.100 -2.306 -1.222 0.206
H -0.018 2.561 0.827 0.198
H -0.850 -0.278 0.375 0.323
H -1.423 0.709 -0.868 0.408
H 1.710 0.458 -0.261 0.378
H 0.718 1.493 -1.635 0.227
H 0.539 -1.594 0.254 0.202
H 2.160 -2.199 0.171 0.200
H 0.190 -0.168 -1.711 0.290
H -2.561 -1.723 -1.404 0.436
O -1.699 -1.326 -1.159 -0.998

---

# 10
19
Properties=species:S:1:pos:R:3:nbo_charge:R:1 method="wB97M-V/def2-TZVPD" lumo_energy_ev=0.70 smiles="CCC(=O)NCCO" total_energy_ha=-402.2687 homo_energy_ev=-9.34 relative_energy_ev=2.977
C -1.445 -1.720 -1.606 -0.642
C -1.074 -1.036 -0.277 -0.516
C -1.406 0.497 -0.189 0.687
O -2.461 1.073 -0.016 -0.609
N -0.327 1.371 -0.044 -0.653
C 1.121 0.903 -0.066 -0.272
C 1.438 0.892 1.352 -0.073
O 2.324 -0.205 1.606 -0.741
H -0.634 -2.151 -2.195 0.223
H -2.212 -2.386 -1.232 0.231
H -2.014 -1.177 -2.466 0.230
H -1.580 -1.416 0.657 0.239
H -0.005 -1.161 0.126 0.234
H -0.254 2.408 -0.070 0.411
H 1.677 1.444 -0.801 0.211
H 1.133 -0.093 -0.609 0.218
H 0.608 0.944 1.985 0.189
H 2.111 1.818 1.577 0.159
H 3.001 -0.006 2.269 0.476

---

# 11
19
Properties=species:S:1:pos:R:3:nbo_charge:R:1 method="wB97M-V/def2-TZVPD" lumo_energy_ev=0.69 smiles="O=CN1CCCC1.O" total_energy_ha=-402.2989 homo_energy_ev=-9.58 relative_energy_ev=2.155
O -2.437 -1.317 -0.513 -0.619
C -1.202 -1.350 -0.505 0.538
N -0.433 -0.373 0.015 -0.451
C -0.859 1.089 -0.212 -0.217
C 0.468 1.750 -0.602 -0.433
C 1.595 0.703 -0.847 -0.414
C 1.049 -0.467 -0.064 -0.224
H -0.604 -2.308 -0.732 0.114
H -1.349 1.581 0.582 0.203
H -1.521 1.214 -1.035 0.206
H 0.909 2.306 0.295 0.220
H 0.224 2.061 -1.603 0.230
H 1.432 0.508 -1.906 0.201
H 2.544 1.093 -0.561 0.227
H 1.249 -1.417 -0.626 0.205
H 1.386 -0.633 0.938 0.212
O -0.458 -1.642 2.479 -0.933
H -0.634 -0.800 2.222 0.463
H -1.361 -1.997 2.675 0.473

---

# 12
19
Properties=species:S:1:pos:R:3:nbo_charge:R:1 method="wB97M-V/def2-TZVPD" lumo_energy_ev=-4.29 total_energy_ha=-402.1014 homo_energy_ev=-8.91 relative_energy_ev=7.532
C -0.797 -0.434 -1.131 -0.472
C -2.130 -0.724 -0.365 -0.599
C 0.330 -1.349 -0.534 0.598
N 1.603 -0.930 -0.728 -0.056
C 1.935 0.318 -0.059 -0.306
C 1.339 0.350 1.346 -0.617
O -0.636 2.007 0.470 -0.950
O -0.008 -2.415 -0.060 -0.519
H -0.542 0.618 -1.131 0.270
H -0.824 -0.846 -2.146 0.231
H -2.994 -0.353 -0.924 0.224
H -2.122 -0.311 0.638 0.230
H -2.155 -1.808 -0.299 0.228
H -0.779 2.943 0.669 0.433
H 3.001 0.505 -0.191 0.238
H 1.335 1.130 -0.555 0.339
H 1.792 -0.252 2.135 0.222
H 1.368 1.403 1.642 0.257
H 0.284 0.147 1.223 0.249